Entry from the OMol25 dataset: an isolated molecule of C3H2ClFS2 (ωB97M-V with the def2-TZVPD basis set).

Results
HOMO-LUMO gap (eV): 8.5
Charge: 0
Energy above the lowest of the compared OMol25 structures with the same formula, charge and spin (kcal per mole): 1.9
2S+1: 1

Each line ends with the Löwdin charge.
Geometry (Å):
C  1.76  0.51  -0.12  -0.813
C  0.45  0.36  -0.29  -0.455
C  -1.86  -0.78  0.10  -1.042
H  -0.27  1.17  -0.34  0.029
H  -2.45  -1.70  0.16  0.005
F  2.32  1.72  -0.06  0.015
S  -0.22  -1.24  -0.20  0.901
S  -2.58  0.65  0.34  0.649
Cl  2.85  -0.71  0.41  0.710

---

Entry from the OMol25 dataset: an isolated molecule of C3H3ClO2 (ωB97M-V with the def2-TZVPD basis set).

Results
HOMO-LUMO gap (alpha / beta) (eV): 6.7 / 10.9
Charge: 0
Energy above the lowest of the compared OMol25 structures with the same formula, charge and spin (kcal per mole): 59.8
Expectation value of S²: 2.006
2S+1: 3

Each line ends with the Löwdin charge.
Geometry (Å):
C  0.02  0.08  0.03  -0.505
C  0.92  1.57  -0.26  -0.648
C  -0.80  -1.09  0.49  -0.020
O  1.30  0.32  0.20  0.064
O  -0.35  1.18  -0.54  0.081
Cl  1.87  2.27  -1.52  0.725
H  -1.70  -0.98  1.22  0.105
H  0.02  -1.84  0.83  0.110
H  -1.28  -1.51  -0.45  0.086

---

Entry from the OMol25 dataset: a structure of composition C6H9O4Pt (ωB97M-V with the def2-TZVPD basis set).

Results
HOMO-LUMO gap (alpha / beta) (eV): 7.4 / 7.1
Charge: +1
Energy above the lowest of the compared OMol25 structures with the same formula, charge and spin (kcal per mole): 18.8
Expectation value of S²: 2.005
2S+1: 3

Each line ends with the Löwdin charge.
Geometry (Å):
O  -0.60  -0.86  -1.62  -0.309
Pt  -1.51  -0.91  -0.05  1.531
O  -2.42  -1.98  -1.39  -0.097
C  -1.51  -1.74  -2.24  -0.713
O  -1.35  -2.08  -3.38  0.200
C  0.51  -0.29  -2.34  -0.159
C  1.40  0.42  -1.35  -0.055
H  1.03  -1.12  -2.84  0.150
H  0.11  0.39  -3.10  0.152
H  1.68  -0.25  -0.52  0.069
H  2.31  0.74  -1.85  0.110
H  0.90  1.30  -0.92  0.088
C  0.28  1.19  2.77  -0.105
C  -0.49  0.85  3.82  0.108
H  0.81  2.14  2.71  0.133
H  -1.55  0.68  3.60  0.106
H  -0.23  1.17  4.83  0.093
O  -0.79  0.20  0.94  -0.294
C  0.27  0.39  1.55  -0.156
H  1.15  -0.24  1.38  0.149

---

Entry from the OMol25 dataset: an isolated molecule of C4H12N2Si2 (ωB97M-V with the def2-TZVPD basis set).

Results
HOMO-LUMO gap (alpha / beta) (eV): 4.6 / 5.2
Charge: 0
Expectation value of S²: 2.015
2S+1: 3

Each line ends with the Löwdin charge.
Geometry (Å):
C  -0.07  2.16  -0.90  -0.277
C  0.71  1.43  -0.18  -0.165
C  0.18  3.60  -1.38  -0.098
C  -1.97  -1.38  0.94  -0.174
N  1.77  -1.90  0.55  -0.236
N  -0.51  -1.46  0.88  -0.311
Si  0.46  -2.81  1.33  0.419
Si  0.73  -0.71  -0.19  0.477
H  -0.85  1.68  -1.38  0.053
H  1.63  1.76  0.26  0.039
H  -0.60  4.25  -1.18  0.032
H  0.32  3.71  -2.50  0.088
H  1.08  4.14  -1.08  0.067
H  -2.44  -2.14  0.27  0.080
H  -2.42  -1.70  1.88  0.073
H  -2.27  -0.41  0.44  0.089
H  2.67  -2.18  0.43  -0.036
H  -0.17  -4.02  0.65  -0.035
H  1.05  -3.16  2.76  -0.044
H  0.65  -0.84  -1.61  -0.040

---

Entry from the OMol25 dataset: a structure of composition C13H21BBr6MnN3O14 (ωB97M-V with the def2-TZVPD basis set).

Results
HOMO-LUMO gap (alpha / beta) (eV): 3.4 / 3.5
Charge: +1
Expectation value of S²: 8.753
2S+1: 6

Each line ends with the Löwdin charge.
Geometry (Å):
Mn  3.76  4.57  0.66  1.363
O  2.62  0.90  -0.54  0.133
C  1.60  1.11  0.07  -0.378
O  0.50  0.43  0.04  0.264
B  -0.37  0.98  1.16  -0.845
O  0.23  2.31  1.49  0.319
C  1.40  2.33  0.97  -0.332
O  2.15  3.29  1.03  0.020
O  -0.34  0.04  2.26  0.241
C  -1.58  -0.27  2.62  -0.355
O  -1.97  -0.80  3.61  0.087
C  -2.52  0.45  1.64  -0.356
O  -1.76  1.13  0.76  0.234
O  -3.71  0.49  1.70  0.170
Br  -5.75  0.48  -3.06  0.543
C  -5.61  1.22  -1.21  -0.619
C  -6.62  0.51  -0.35  -0.687
Br  -6.30  -1.40  -0.14  0.629
H  -5.74  2.29  -1.29  0.062
H  -4.63  0.91  -0.89  0.016
H  -7.68  0.60  -0.55  0.056
H  -6.48  0.94  0.65  0.058
Br  -5.80  -2.84  3.32  0.579
C  -3.94  -2.19  3.21  -0.679
C  -3.16  -2.56  4.45  -0.650
Br  -3.13  -4.53  4.71  0.544
H  -3.93  -1.11  3.07  0.032
H  -3.46  -2.61  2.33  0.034
H  -3.72  -2.31  5.35  0.045
H  -2.12  -2.26  4.43  0.037
Br  -3.09  -1.66  -3.50  0.581
C  -2.65  -1.74  -1.56  -0.648
C  -1.28  -2.38  -1.39  -0.689
Br  -0.98  -3.05  0.40  0.725
H  -3.45  -2.35  -1.15  0.026
H  -2.79  -0.75  -1.14  0.038
H  -0.48  -1.68  -1.58  0.038
H  -1.23  -3.26  -2.03  0.040
C  5.45  0.69  1.63  0.087
N  5.44  2.04  2.17  -0.362
O  4.89  2.94  1.51  -0.086
O  5.93  2.28  3.23  0.189
H  6.38  0.62  1.05  0.132
H  4.59  0.56  0.98  0.090
H  5.48  -0.04  2.43  0.124
C  3.58  2.27  -3.09  0.104
N  4.32  2.44  -1.78  -0.361
O  4.03  3.42  -1.07  -0.106
O  5.26  1.74  -1.55  0.165
H  3.27  1.23  -3.18  0.084
H  4.35  2.47  -3.83  0.125
H  2.71  2.91  -3.07  0.109
C  3.52  -1.75  -3.24  0.053
N  4.78  -1.35  -3.97  -0.442
O  5.44  -0.45  -3.49  0.030
O  4.97  -1.86  -5.04  0.103
H  3.57  -1.47  -2.19  0.086
H  3.33  -2.80  -3.43  0.103
H  2.72  -1.12  -3.64  0.096

---

Number 1: maximum force 0.02278 hartree/bohr. Number 2: maximum force 0.16921 hartree/bohr. Number 3: maximum force 0.25036 hartree/bohr. Number 4: maximum force 0.07493 hartree/bohr. Number 5: maximum force 0.06408 hartree/bohr.